The following is a quantum chemistry calculation of a single C16H14ClNO5 molecule, from the OMol25 dataset.

Summary:
HOMO level in eV: -8.345
ΔE to the lowest compared entry with this formula, charge and spin in kcal/mol: 15.5
LUMO energy in eV: 0.3
F_max in eV Å⁻¹: 0.83
Electronic energy in hartree: -1509.2325

Atoms and positions in Å:
1 C 1.574 -2.909 2.017
2 O 0.971 -3.057 0.754
3 C -0.059 -2.224 0.423
4 C -0.647 -2.436 -0.824
5 C -1.689 -1.647 -1.261
6 C -2.191 -0.620 -0.462
7 O -3.191 0.218 -0.811
8 C -3.790 0.076 -2.076
9 C -1.593 -0.398 0.788
10 C -2.089 0.695 1.659
11 O -3.232 0.834 2.003
12 C -1.008 1.675 2.139
13 O 0.224 1.557 1.444
14 C 0.284 2.146 0.239
15 O -0.607 2.786 -0.247
16 C 1.602 1.884 -0.403
17 C 2.136 0.600 -0.423
18 C 3.340 0.370 -1.071
19 C 3.967 1.445 -1.682
20 N 3.479 2.672 -1.658
21 C 2.338 2.891 -1.042
22 Cl 1.792 4.512 -1.022
23 C -0.534 -1.192 1.220
24 H 0.853 -3.061 2.826
25 H 2.339 -3.682 2.068
26 H 2.045 -1.927 2.129
27 H -0.267 -3.234 -1.441
28 H -2.117 -1.843 -2.231
29 H -4.548 0.856 -2.125
30 H -3.065 0.225 -2.882
31 H -4.270 -0.902 -2.187
32 H -0.788 1.488 3.193
33 H -1.412 2.688 2.028
34 H 1.593 -0.204 0.048
35 H 3.770 -0.618 -1.106
36 H 4.901 1.331 -2.215
37 H -0.110 -0.997 2.192